C4H7NS3 | ωB97M-V/def2-TZVPD

Properties
Energy above the lowest of the compared OMol25 structures with the same formula, charge and spin: 5.142 eV
Highest occupied orbital energy: -8.9 eV
Max |F|: 0.089 Eh/bohr
SMILES: S=C(S)[C@@H]1NC[C@H]1S

Last column: Mulliken charge in e.
Positions of all 15 atoms, in Å:
C1 0.9400 -0.0226 -0.4515  -0.09
C2 1.3266 1.4165 -0.0058  -0.44
C3 -0.3311 0.1841 0.3707  -0.36
C4 -1.6249 -0.4736 0.0939  0.18
H1 1.3272 -2.2672 -0.3756  0.11
H2 0.3932 0.0380 -1.4733  0.34
H3 2.1044 2.0878 -0.7628  0.28
H4 1.5687 1.3829 1.2987  0.24
H5 -1.0204 2.2117 0.6909  0.30
H6 0.0037 -0.0243 1.3341  0.34
H7 -2.2264 -3.0355 -0.4585  0.19
N1 -0.3260 1.6040 -0.0926  -0.48
S1 2.1732 -1.1130 -0.0644  -0.18
S2 -1.1294 -2.1477 0.0752  -0.23
S3 -3.1788 0.1590 -0.1790  -0.18



C4H7NSi | ωB97M-V/def2-TZVPD

Properties
Energy above the lowest of the compared OMol25 structures with the same formula, charge and spin: 0.092 eV
Highest occupied orbital energy: -9.1 eV
Max |F|: 0.072 Eh/bohr
SMILES: C#C/C=C/[SiH2]N

Last column: Mulliken charge in e.
Positions of all 13 atoms, in Å:
C1 2.0923 0.9090 2.4544  -0.13
C2 1.0009 0.6164 2.0069  -0.27
C3 -0.0352 0.0051 1.3187  -0.32
C4 0.2410 -0.6215 0.2108  -0.39
N1 -0.6231 0.2903 -2.2768  -0.41
Si1 -1.1131 -0.9199 -1.1205  0.36
H1 2.7122 1.6462 2.9122  0.33
H2 -1.0029 0.3462 1.7689  0.28
H3 1.2467 -1.0101 0.2434  0.36
H4 -0.6714 0.1986 -3.2282  0.18
H5 -0.3454 1.2109 -1.9906  0.23
H6 -2.3189 -0.3957 -0.4196  -0.11
H7 -1.1833 -2.2755 -1.8797  -0.12



C4H7NaO | ωB97M-V/def2-TZVPD

Properties
Highest occupied orbital energy (spin up / spin down): -5.0 / -4.2 eV
Max |F|: 0.137 Eh/bohr

Last column: Mulliken charge in e.
Positions of all 13 atoms, in Å:
H1 0.8150 2.5633 -1.0426  0.34
C1 1.2641 0.2820 -1.1721  -0.60
C2 0.7693 1.9100 -0.1555  -0.85
C3 -0.1870 0.7822 -0.2572  0.25
O1 -0.9424 0.3819 0.7252  -0.88
Na1 -0.4098 -1.4076 1.9857  0.80
H2 1.4123 0.5278 -2.2308  0.33
H3 2.1852 0.1235 -0.5811  0.19
H4 1.5512 2.1072 0.5899  0.26
H5 -0.4923 2.3060 0.0794  0.24
C4 0.3119 -0.8797 -1.0316  -0.55
H6 0.2434 -1.2389 -2.0658  0.20
H7 0.0872 -1.9530 -0.9256  0.27



C4H7NaO2 | ωB97M-V/def2-TZVPD

Properties
Energy above the lowest of the compared OMol25 structures with the same formula, charge and spin: 3.061 eV
Highest occupied orbital energy: -6.3 eV
Max |F|: 0.083 Eh/bohr

Last column: Mulliken charge in e.
Positions of all 14 atoms, in Å:
C1 -0.6382 -0.3749 -0.5767  -0.16
C2 -0.1034 0.0270 0.5892  -0.05
C3 1.2993 -0.2686 0.9212  -0.30
O1 2.1021 0.6938 1.1424  -0.39
Na1 3.9653 0.4370 3.1893  0.49
H1 -0.0980 -1.1085 -1.1874  0.27
H2 -0.6468 0.7147 1.2451  0.31
H3 1.6857 -1.1329 0.3394  0.14
H4 2.3476 -1.0543 2.4786  -0.17
O2 -1.8244 0.3309 -2.5647  -0.51
C4 -1.9094 0.1542 -1.1667  -0.46
H5 -2.2138 1.0823 -0.6567  0.28
H6 -1.2596 1.0852 -2.7577  0.30
H7 -2.7067 -0.5858 -0.9954  0.25



C4H7O2 | ωB97M-V/def2-TZVPD

Properties
Energy above the lowest of the compared OMol25 structures with the same formula, charge and spin: 1.256 eV
Highest occupied orbital energy: -16.7 eV
Charge: +1
Max |F|: 0.080 Eh/bohr

Last column: Mulliken charge in e.
Positions of all 13 atoms, in Å:
C1 2.7897 0.3622 -0.0517  0.02
C2 0.3326 -0.4250 0.0797  0.60
C3 -2.1790 -0.3837 0.1546  -0.98
C4 -0.9141 0.4879 -0.0905  -0.30
O1 0.6580 -1.5597 0.1453  -0.32
O2 1.6634 0.7199 0.2261  -0.23
H1 3.5351 1.1722 -0.1973  0.29
H2 3.0027 -0.6544 -0.4730  0.27
H3 -1.8546 -1.4304 0.2513  0.33
H4 -2.5956 -0.0405 1.1040  0.30
H5 -2.7626 -0.4527 -0.7843  0.34
H6 -1.0258 0.9316 -1.0663  0.34
H7 -0.6499 1.2726 0.7020  0.33



C4H7O2 | ωB97M-V/def2-TZVPD

Properties
Energy above the lowest of the compared OMol25 structures with the same formula, charge and spin: 2.696 eV
Highest occupied orbital energy: -14.1 eV
Charge: +1
Max |F|: 0.110 Eh/bohr

Last column: Mulliken charge in e.
Positions of all 13 atoms, in Å:
C1 2.2073 -0.0305 0.1808  -0.75
C2 -1.1288 1.1008 -0.1207  -0.12
C3 0.9070 0.0674 0.1466  0.53
C4 -0.3793 -1.0578 0.0807  -0.43
O1 -1.4591 -0.1861 0.4041  -0.15
O2 0.1719 1.2087 0.2218  -0.35
H1 2.7748 0.9066 0.1584  0.28
H2 2.7548 -0.9308 0.0418  0.29
H3 -1.7080 1.9287 0.2440  0.28
H4 -1.2780 1.1015 -1.2660  0.31
H5 -0.1405 -1.8069 0.8935  0.30
H6 -0.6094 -1.6403 -0.8916  0.35
H7 -2.1127 -0.6613 -0.0934  0.46



C4H7O2 | ωB97M-V/def2-TZVPD

Properties
Energy above the lowest of the compared OMol25 structures with the same formula, charge and spin: 3.397 eV
Highest occupied orbital energy: -14.2 eV
Charge: +1
Max |F|: 0.106 Eh/bohr

Last column: Mulliken charge in e.
Positions of all 13 atoms, in Å:
C1 1.6002 1.7673 -0.1946  -0.83
C2 -2.7470 0.0099 0.0568  -0.13
C3 1.3680 0.7017 0.3887  0.95
C4 0.9289 -1.5557 0.1220  -0.51
O1 1.2285 -0.3837 0.8953  -0.19
O2 -1.5422 0.0565 0.2035  -0.40
H1 2.3819 2.3489 -0.3875  0.41
H2 0.6512 2.2661 -0.6293  0.27
H3 -3.1547 -0.5662 -0.8817  0.22
H4 -3.3362 0.6876 0.6314  0.29
H5 0.4505 -2.2033 0.7961  0.25
H6 1.9439 -1.9315 -0.3652  0.31
H7 0.2271 -1.1975 -0.6355  0.34



C4H7O2S | ωB97M-V/def2-TZVPD

Properties
Energy above the lowest of the compared OMol25 structures with the same formula, charge and spin: 0.153 eV
Highest occupied orbital energy: -4.0 eV
Charge: -1
Max |F|: 0.028 Eh/bohr
SMILES: O=C([O-])CCCS

Last column: Mulliken charge in e.
Positions of all 14 atoms, in Å:
O1 -2.3462 -2.4857 0.1277  -0.74
C1 -1.7176 -1.5898 -0.4610  0.46
O2 -1.4650 -1.4628 -1.6793  -0.72
C2 -1.0388 -0.5181 0.4832  -0.70
C3 0.2323 0.0920 -0.1099  -0.24
C4 0.6382 1.4041 0.5677  -0.72
S1 2.3754 1.9136 0.4296  -0.25
H1 -0.8980 -1.0458 1.4299  0.31
H2 -1.8349 0.1952 0.7139  0.24
H3 0.9332 -0.6785 0.2212  0.18
H4 0.2121 0.0809 -1.1957  0.41
H5 -0.0227 2.2375 0.3469  0.39
H6 0.4600 1.1395 1.6170  0.29
H7 2.1774 2.6706 -0.6553  0.09



C4H7O2Tb | ωB97M-V/def2-TZVPD

Properties
Energy above the lowest of the compared OMol25 structures with the same formula, charge and spin: 0.000 eV
Highest occupied orbital energy (spin up / spin down): -10.9 / -10.9 eV
Multiplicity: 8
Charge: +1
Max |F|: 0.086 Eh/bohr

Last column: Mulliken charge in e.
Positions of all 14 atoms, in Å:
O1 1.6617 -1.1392 0.8274  -0.76
C1 0.6189 -1.4001 1.5558  0.08
C2 -0.6886 -1.3526 1.1434  -0.78
H1 -1.4795 -1.3294 1.8946  0.27
H2 0.7974 -1.3324 2.6449  0.30
H3 -0.9323 -1.7100 0.1391  0.25
Tb1 2.9123 0.6152 0.0121  1.52
C3 -0.3059 1.0885 -1.5893  -0.02
C4 -0.1944 1.4214 -0.2664  -1.03
O2 -0.5351 -0.1270 -2.1264  -0.45
H4 -0.1054 1.8338 -2.3669  0.41
H5 -0.1940 2.5038 -0.1049  0.31
H6 -0.1391 1.1176 0.7788  0.54
H7 -1.4159 -0.1896 -2.5423  0.37